# C4H32N2O11

A 11-piece molecular cluster, C4H32N2O11 overall (ωB97M-V with the def2-TZVPD basis set, the OMol25 dataset).

Geometry as XYZ:
```
49
C4H32N2O11 (ωB97M-V with the def2-TZVPD basis set)
C -1.679 3.068 -1.986
C -0.339 2.452 -1.574
C 0.574 2.265 -2.810
O 1.790 1.561 -2.463
N -0.430 1.265 -0.757
C -0.854 1.295 0.618
N -0.964 -0.053 1.230
H -2.271 3.593 -1.257
H -2.309 2.241 -2.396
H -1.584 3.779 -2.798
H 0.173 3.129 -0.834
H 0.134 1.679 -3.625
H 0.873 3.180 -3.295
H 1.526 0.682 -2.121
H -0.691 0.440 -1.320
H -1.841 1.814 0.652
H -0.314 1.908 1.427
H 0.014 -0.371 1.116
H -1.772 -0.602 0.837
H 1.311 2.028 3.066
H 0.019 1.583 3.764
O 0.843 2.071 3.917
H 2.902 -0.339 1.377
H 1.928 0.675 0.970
O 2.052 -0.324 0.941
H 1.356 -0.387 -0.670
H 1.875 -1.632 -1.389
O 1.208 -0.932 -1.450
H -2.300 -3.878 2.022
H -1.308 -2.838 1.939
O -2.149 -3.003 2.354
H -2.733 0.015 3.872
H -3.194 -1.319 3.161
O -3.473 -0.471 3.508
H 1.907 -3.981 0.322
H 0.587 -3.071 0.420
O 1.482 -3.165 0.087
H 3.320 -2.320 0.583
H 4.631 -1.564 0.991
O 4.256 -2.197 0.401
H 3.274 2.607 0.234
H 1.916 2.038 -0.466
O 2.472 2.116 0.362
H -0.555 -3.924 -0.666
H -1.668 -2.820 -0.509
O -1.189 -3.537 -0.002
H -3.145 -1.151 -3.212
H -3.109 -2.129 -2.041
O -2.551 -1.477 -2.527
```

Spin multiplicity: 2
Net charge: -1
Highest occupied orbital energy (spin up / spin down) in eV: 0.087 / -6.227
Calculated total energy in eV: -30168.7799
Orbital gap (spin up / spin down) in Ha: 0.0794 / 0.3084
LUMO energy (spin up / spin down) in eV: 2.247 / 2.164

***

# C5H10O

One molecule with the formula C5H10O (ωB97M-V with the def2-TZVPD basis set, the OMol25 dataset).

Geometry as XYZ:
```
16
C5H10O (ωB97M-V with the def2-TZVPD basis set)
C -1.407 -0.911 0.297
C -0.317 -0.161 0.915
C 0.814 0.119 -0.054
C 0.521 1.174 -1.027
C 0.436 0.964 -2.353
H -2.254 -1.010 0.972
H -1.695 -0.507 -0.724
H -1.075 -2.035 0.190
H -0.810 0.770 1.186
H 0.698 -1.543 1.786
H 0.946 -0.860 -0.699
H 1.641 0.368 0.553
H 0.603 2.217 -0.611
H 0.383 -0.115 -2.644
H 0.294 1.825 -3.045
O 0.122 -0.778 2.046
```

Energy relative to the best compared isomer or geometry (same formula, charge and spin) in kcal/mol: 36.9
Highest occupied orbital energy in eV: -9.585
Calculated total energy in eV: -7393.1661
Orbital gap in Ha: 0.3913
LUMO energy in eV: 1.061
SMILES: C=CC[C@@H](C)O

***

# C33H36AsCl2F10N3OSeSi2V

C33H36AsCl2F10N3OSeSi2V as an isolated structure (ωB97M-V with the def2-TZVPD basis set, the OMol25 dataset).

Geometry as XYZ:
```
90
C33H36AsCl2F10N3OSeSi2V (ωB97M-V with the def2-TZVPD basis set)
V -0.065 -0.462 -0.313
C 0.811 2.593 -2.170
Si -0.507 1.220 -2.249
C -2.192 2.119 -2.338
C -0.446 0.475 -3.994
C -0.497 1.225 -5.173
C -0.544 0.609 -6.414
C -0.556 -0.781 -6.490
C -0.509 -1.533 -5.326
C -0.448 -0.921 -4.069
Si -0.348 -1.896 -2.430
C -2.011 -2.864 -2.412
C 0.893 -3.291 -2.841
H 0.583 3.387 -2.891
H 1.796 2.185 -2.403
H 0.874 3.049 -1.174
H -2.272 2.598 -3.318
H -2.308 2.902 -1.590
H -3.023 1.419 -2.246
H -0.493 2.312 -5.124
H -0.572 1.205 -7.320
H -0.598 -1.272 -7.457
H -0.511 -2.617 -5.400
H -2.183 -3.298 -3.403
H -2.869 -2.224 -2.184
H -2.004 -3.688 -1.688
H 0.496 -3.906 -3.657
H 1.072 -3.951 -1.987
H 1.857 -2.890 -3.155
F 2.530 0.640 -0.188
C 2.117 -0.673 -0.010
F 2.303 -0.923 1.366
C 3.178 -1.525 -0.678
F 3.234 -1.280 -1.991
F 4.417 -1.340 -0.190
F 2.892 -2.835 -0.509
C -3.484 -2.705 1.289
C -2.672 -1.760 0.696
N -1.373 -1.975 0.492
C -0.833 -3.131 0.863
C -1.576 -4.168 1.427
C -2.932 -3.927 1.641
C -1.053 -5.521 1.650
C 0.185 -5.994 1.812
C 1.464 -5.293 1.995
C 2.646 -5.926 1.618
C 3.829 -5.254 1.867
N 3.862 -4.063 2.452
C 2.680 -3.540 2.761
N 1.487 -4.089 2.572
H -4.536 -2.502 1.437
H -3.038 -0.806 0.355
H 0.219 -3.248 0.637
H -3.555 -4.708 2.062
H -1.832 -6.278 1.602
H 0.282 -7.075 1.824
H 2.637 -6.899 1.147
H 4.785 -5.689 1.594
H 2.694 -2.555 3.211
C -3.986 1.747 0.939
As -2.118 1.991 1.392
C -2.081 1.841 3.305
C -1.681 3.814 1.038
O -1.202 0.878 0.560
H -4.600 2.224 1.704
H -4.229 0.688 0.895
H -4.182 2.195 -0.027
H -2.896 2.448 3.698
H -1.119 2.212 3.664
H -2.204 0.805 3.608
H -2.460 4.438 1.479
H -1.620 3.997 -0.032
H -0.712 3.995 1.509
Cl 0.579 0.595 5.760
C 1.152 -0.211 4.288
Cl -0.208 -0.736 3.284
H 1.706 -1.090 4.590
H 1.731 0.507 3.713
F 4.455 6.552 -0.547
C 3.766 5.786 0.313
C 4.337 4.652 0.862
F 5.595 4.328 0.531
C 3.618 3.872 1.750
F 4.248 2.814 2.265
C 2.307 4.169 2.135
Se 1.367 3.048 3.347
C 1.783 5.331 1.574
F 0.539 5.748 1.891
C 2.480 6.126 0.682
F 1.912 7.235 0.173
```

Spin multiplicity: 3
Energy relative to the best compared isomer or geometry (same formula, charge and spin) in kcal/mol: 0.0
Net charge: -1
Highest occupied orbital energy (spin up / spin down) in eV: -4.265 / -4.064
Calculated total energy in eV: -261171.5697
Orbital gap (spin up / spin down) in Ha: 0.2026 / 0.1953
LUMO energy (spin up / spin down) in eV: 1.249 / 1.251

***

# C10F30HfN4O22S10

C10F30HfN4O22S10 as an isolated structure (ωB97M-V with the def2-TZVPD basis set, the OMol25 dataset).

Geometry as XYZ:
```
77
C10F30HfN4O22S10 (ωB97M-V with the def2-TZVPD basis set)
Hf -8.853 15.777 -17.524
C -10.974 19.585 -19.826
F -11.391 18.882 -20.896
F -9.715 19.906 -20.129
F -11.678 20.697 -19.694
S -11.073 18.648 -18.210
O -10.769 19.705 -17.279
O -12.445 18.170 -18.172
O -10.117 17.501 -18.230
C -10.117 18.830 -13.778
F -10.870 17.806 -13.415
F -10.781 19.688 -14.532
F -9.679 19.425 -12.695
S -8.626 18.221 -14.816
O -8.063 19.338 -15.509
O -7.740 17.750 -13.746
O -9.059 17.113 -15.759
C -10.884 15.591 -21.490
F -11.083 14.288 -21.448
F -11.054 16.011 -22.721
F -11.665 16.194 -20.637
S -9.069 15.948 -21.072
O -8.340 15.694 -22.277
O -9.112 17.290 -20.631
N -8.535 15.038 -19.634
S -7.365 14.027 -20.153
O -6.170 14.578 -20.772
O -7.078 13.323 -18.917
C -8.169 12.630 -21.287
F -8.710 13.022 -22.422
F -7.169 11.824 -21.609
F -9.093 12.046 -20.559
C -12.019 14.111 -14.673
F -13.010 13.260 -14.712
F -12.100 14.812 -13.536
F -10.836 13.542 -14.721
S -12.184 15.392 -16.083
O -13.590 15.301 -16.388
O -11.745 16.661 -15.555
N -10.984 14.902 -17.331
S -11.889 13.744 -18.031
O -11.097 13.225 -19.112
O -12.499 12.718 -17.215
C -13.469 14.453 -19.009
F -13.574 15.747 -18.873
F -13.318 14.182 -20.289
F -14.575 13.856 -18.582
C -6.851 11.578 -16.807
F -6.553 10.642 -15.930
F -5.850 12.423 -16.941
F -7.118 11.059 -17.994
S -8.368 12.573 -16.188
O -9.373 12.522 -17.228
O -8.709 11.988 -14.919
N -7.977 14.309 -16.060
S -7.039 14.346 -14.657
O -6.264 13.143 -14.362
O -6.174 15.486 -14.683
C -8.168 14.663 -13.126
F -9.284 15.267 -13.460
F -8.436 13.544 -12.505
F -7.517 15.465 -12.321
C -6.140 18.496 -20.144
F -6.401 17.368 -20.717
F -4.887 18.899 -20.290
F -6.881 19.455 -20.723
S -6.644 18.543 -18.280
O -5.606 19.278 -17.596
O -7.982 19.076 -18.206
N -6.866 16.818 -17.844
S -5.331 16.215 -17.792
O -5.456 14.841 -17.371
O -4.473 16.482 -18.926
C -4.317 16.994 -16.316
F -3.362 17.782 -16.802
F -5.063 17.662 -15.475
F -3.723 16.016 -15.669
```

Energy relative to the best compared isomer or geometry (same formula, charge and spin) in kcal/mol: 7.8
Net charge: -2
Highest occupied orbital energy in eV: -5.562
Calculated total energy in eV: -252558.8342
Orbital gap in Ha: 0.3167
LUMO energy in eV: 3.055

***

# C26H47MoO2Si2

C26H47MoO2Si2 as an isolated structure (ωB97M-V with the def2-TZVPD basis set, the OMol25 dataset).

Geometry as XYZ:
```
78
C26H47MoO2Si2 (ωB97M-V with the def2-TZVPD basis set)
O 0.335 1.992 -4.632
C 0.824 2.374 -5.954
C -0.300 3.390 -6.175
H 0.826 1.548 -6.678
H 1.820 2.809 -5.844
C -0.769 2.938 -4.752
H -1.000 3.127 -6.976
H 0.059 4.418 -6.248
C -2.101 2.194 -4.783
H -2.681 2.480 -5.666
H -2.686 2.425 -3.892
H -1.930 1.110 -4.809
C -0.677 4.013 -3.673
H 0.360 4.338 -3.522
H -1.043 3.626 -2.712
H -1.278 4.891 -3.943
Mo 0.493 -1.227 -0.589
C 1.463 0.542 0.331
C 2.537 -0.374 0.055
C 2.643 -0.525 -1.364
H 3.179 -0.829 0.798
C 1.693 0.348 -1.972
C 0.956 0.995 -0.935
H 0.210 1.769 -1.083
H 1.145 0.879 1.309
H 3.417 -1.078 -1.892
H 1.647 0.646 -3.011
C -1.741 -1.243 0.933
C -1.435 -0.121 0.095
C -1.509 -0.565 -1.285
H -1.328 0.911 0.424
C -1.712 -2.003 -1.258
C -1.916 -2.380 0.108
H -2.234 -3.361 0.441
H -1.917 -1.184 2.002
H -1.594 0.076 -2.157
H -1.863 -2.627 -2.135
O 0.656 -1.895 -3.288
C -0.263 -1.202 -4.185
C 0.059 -1.603 -5.615
H -0.116 -0.126 -4.034
H -1.292 -1.440 -3.882
C 1.487 -2.160 -5.555
H -0.061 -0.778 -6.326
H -0.658 -2.394 -5.872
C 1.611 -2.625 -4.118
H 2.221 -1.375 -5.775
H 1.652 -2.997 -6.242
H 2.614 -2.501 -3.696
H 1.358 -3.691 -4.071
C -0.680 -5.520 0.307
Si 0.934 -4.595 0.109
C 2.331 -5.736 0.652
C 1.217 -4.383 -1.713
C 1.118 -2.836 0.815
Si 0.912 -2.748 2.720
C 2.505 -3.427 3.477
C 0.694 -1.011 3.408
C -0.516 -3.779 3.384
H -0.539 -6.546 -0.063
H -1.495 -5.090 -0.287
H -1.013 -5.599 1.346
H 2.425 -6.567 -0.064
H 3.301 -5.222 0.672
H 2.141 -6.157 1.646
H 0.272 -4.246 -2.247
H 1.858 -3.511 -1.880
H 1.720 -5.280 -2.096
H 2.231 -2.712 0.647
H 3.380 -2.975 2.988
H 2.552 -3.157 4.544
H 2.592 -4.520 3.397
H -0.350 -0.669 3.393
H 1.029 -1.034 4.459
H 1.312 -0.276 2.883
H -1.487 -3.445 2.996
H -0.409 -4.852 3.181
H -0.545 -3.656 4.479
```

Spin multiplicity: 3
Energy relative to the best compared isomer or geometry (same formula, charge and spin) in kcal/mol: 3.6
Net charge: +1
Highest occupied orbital energy (spin up / spin down) in eV: -10.554 / -11.804
Calculated total energy in eV: -49423.2147
Orbital gap (spin up / spin down) in Ha: 0.2591 / 0.3015
LUMO energy (spin up / spin down) in eV: -3.504 / -3.600

***

# C2H8N2O

C2H8N2O as an isolated structure (ωB97M-V with the def2-TZVPD basis set, the OMol25 dataset).

Geometry as XYZ:
```
13
C2H8N2O (ωB97M-V with the def2-TZVPD basis set)
C 0.170 0.491 1.687
N 0.099 -0.644 2.415
O 1.098 0.753 0.948
H 0.911 0.100 -0.942
H 0.760 -1.384 2.207
H -0.569 -0.752 3.159
H -0.452 1.297 2.119
H -1.840 -1.250 -0.190
C 0.283 0.609 -2.698
N 0.336 -0.194 -1.740
H -1.250 -0.956 -0.663
H 0.770 1.589 -2.737
H -0.315 0.340 -3.565
```

Energy relative to the best compared isomer or geometry (same formula, charge and spin) in kcal/mol: 60.6
Highest occupied orbital energy in eV: -9.467
Calculated total energy in eV: -7229.6982
Orbital gap in Ha: 0.3838
LUMO energy in eV: 0.978

***

# C24H21N6Pt

C24H21N6Pt as an isolated structure (ωB97M-V with the def2-TZVPD basis set, the OMol25 dataset).

Geometry as XYZ:
```
52
C24H21N6Pt (ωB97M-V with the def2-TZVPD basis set)
Pt 0.434 -0.269 -0.579
N 1.081 -0.141 2.886
C 0.940 -1.497 3.108
C 1.888 -2.165 3.892
C 1.713 -3.479 4.278
C 0.566 -4.162 3.896
C -0.358 -3.508 3.095
C -0.199 -2.190 2.665
C -1.271 -1.674 1.735
C -2.579 -1.847 2.204
C -3.688 -1.709 1.387
C -3.484 -1.471 0.036
C -2.193 -1.270 -0.429
C -1.048 -1.285 0.394
H 2.029 0.199 2.915
H 0.596 0.198 2.070
H 2.773 -1.620 4.204
H 2.473 -3.969 4.875
H 0.403 -5.189 4.194
H -1.233 -4.047 2.748
H -2.715 -2.097 3.250
H -4.686 -1.818 1.795
H -4.321 -1.425 -0.651
H -2.058 -1.108 -1.493
C 1.309 1.668 -3.900
C -0.170 1.575 -3.752
N -0.822 1.105 -2.716
C -2.160 1.255 -3.007
C -2.317 1.814 -4.236
N -1.036 2.015 -4.705
H 1.779 1.040 -3.147
H 1.650 2.695 -3.751
H 1.645 1.331 -4.882
H -2.919 0.955 -2.302
H -3.189 2.075 -4.809
H -0.778 2.404 -5.594
C 0.391 3.937 1.552
C 1.448 3.480 0.776
C 1.395 2.226 0.178
C 0.276 1.407 0.342
C -0.787 1.877 1.122
C -0.729 3.130 1.719
H 0.442 4.910 2.025
H 2.328 4.098 0.637
H 2.232 1.881 -0.423
H -1.661 1.252 1.257
H -1.559 3.475 2.324
N 4.319 -0.232 -5.474
C 4.225 -0.646 -4.393
N 4.214 -1.144 -3.171
C 3.164 -1.043 -2.434
N 2.249 -0.995 -1.710
```

Energy relative to the best compared isomer or geometry (same formula, charge and spin) in kcal/mol: 45.0
Net charge: -1
Highest occupied orbital energy in eV: -4.719
Calculated total energy in eV: -37416.6038
Orbital gap in Ha: 0.2722
LUMO energy in eV: 2.689

***

# C8H14NS

A 2-piece molecular cluster, C8H14NS overall (ωB97M-V with the def2-TZVPD basis set, the OMol25 dataset).

Geometry as XYZ:
```
24
C8H14NS (ωB97M-V with the def2-TZVPD basis set)
C -0.636 -1.428 1.945
C -0.024 -0.125 1.968
C -0.170 -2.192 0.913
C 0.610 0.304 0.832
C 2.844 1.341 0.634
C -1.985 -1.192 -1.947
C 1.341 1.558 0.586
C -1.471 -0.071 -1.236
N -1.015 1.000 -1.729
S 0.665 -1.228 -0.262
H -1.089 -1.753 2.773
H -0.443 0.578 2.633
H -0.444 -3.151 0.502
H 3.436 2.259 0.434
H 3.212 0.534 -0.084
H 2.907 0.956 1.679
H -2.981 -0.861 -2.246
H -1.528 -1.451 -2.926
H -2.199 -2.123 -1.460
H 1.107 1.984 -0.398
H -1.894 0.042 -0.224
H -0.597 1.601 -1.060
H -0.748 1.265 -2.722
H 1.101 2.152 1.398
```

Energy relative to the best compared isomer or geometry (same formula, charge and spin) in kcal/mol: 45.8
Net charge: +1
Highest occupied orbital energy in eV: -12.622
Calculated total energy in eV: -20839.8374
Orbital gap in Ha: 0.3126
LUMO energy in eV: -4.117

***

# C21H22Cl3N3O3PdS5Sb

C21H22Cl3N3O3PdS5Sb as an isolated structure (ωB97M-V with the def2-TZVPD basis set, the OMol25 dataset).

Geometry as XYZ:
```
59
C21H22Cl3N3O3PdS5Sb (ωB97M-V with the def2-TZVPD basis set)
Pd 2.792 -2.527 0.375
S 7.585 -3.161 0.190
Sb 5.489 -4.206 0.579
S 4.517 -3.240 -1.401
S 2.550 -4.672 1.002
S 4.487 -2.428 1.900
O 0.938 -2.610 -0.802
C 0.089 -2.383 0.092
O 0.322 -2.038 1.274
C -1.395 -2.596 -0.256
N -2.119 -2.629 1.063
C -2.626 -4.022 1.263
C -2.895 -4.494 -0.158
C -1.692 -3.942 -0.933
H -1.733 -1.745 -0.845
H -2.867 -1.943 1.121
H -1.360 -2.347 1.728
H -3.496 -4.012 1.915
H -1.833 -4.605 1.728
H -3.823 -4.055 -0.532
H -2.978 -5.577 -0.222
H -1.892 -3.820 -1.994
H -0.830 -4.602 -0.832
Cl -0.556 3.863 -5.424
C -0.256 3.769 -3.728
C -0.850 2.771 -2.973
C -0.595 2.709 -1.615
C 0.250 3.613 -0.983
C 0.539 3.503 0.503
C 1.945 2.944 0.793
N 2.308 1.676 0.170
C 2.482 1.425 -1.175
C 2.796 0.108 -1.279
N 2.868 -0.431 -0.014
C 2.550 0.528 0.827
O -0.541 2.877 1.165
C -0.508 1.482 1.389
C -1.883 1.083 1.830
C -2.158 0.129 2.761
Cl -1.027 -0.816 3.632
S -3.849 -0.109 2.990
C -4.209 1.101 1.826
C -3.082 1.643 1.293
C 0.813 4.619 -1.767
Cl 1.853 5.819 -1.063
C 0.572 4.703 -3.129
H -1.506 2.055 -3.450
H -1.072 1.943 -1.018
H 0.571 4.513 0.913
H 2.076 2.824 1.868
H 2.642 3.707 0.455
H 2.372 2.187 -1.928
H 3.020 -0.480 -2.152
H 2.539 0.431 1.901
H 0.218 1.199 2.157
H -0.257 0.942 0.468
H -5.236 1.372 1.633
H -3.083 2.460 0.583
H 1.022 5.493 -3.715
```

Spin multiplicity: 5
Energy relative to the best compared isomer or geometry (same formula, charge and spin) in kcal/mol: 0.0
Net charge: +1
Highest occupied orbital energy (spin up / spin down) in eV: -11.140 / -10.802
Calculated total energy in eV: -134501.0671
Orbital gap (spin up / spin down) in Ha: 0.2832 / 0.1878
LUMO energy (spin up / spin down) in eV: -3.433 / -5.690